Molecular formula: C42H38BrCrN6O8S3
Method: DFT, wB97M-V/def2-TZVPD

The geometry in XYZ format:
```
99
Properties=species:S:1:pos:R:3:forces:R:3
H 4.735 -2.131 -4.688 -0.062 -0.037 0.104
C -1.933 -5.236 -0.071 -0.051 -0.249 0.168
H -0.457 3.708 -4.053 -0.075 -0.190 -0.170
C 2.942 -3.700 -1.632 0.101 0.011 -0.147
C 5.327 1.807 3.167 0.049 -0.029 -0.023
C 4.233 -2.571 -3.828 -0.121 -0.072 0.247
O 2.746 0.108 5.432 0.067 0.052 -0.027
C -1.060 5.258 -1.825 0.073 -0.341 0.241
H -0.764 -4.849 -1.814 -0.147 0.102 0.091
C -0.999 0.848 -3.386 0.393 0.058 -0.054
H 0.315 2.488 -5.072 -0.095 0.008 0.031
H 7.948 0.335 0.471 -0.110 -0.066 -0.038
C 4.478 -3.913 -3.505 -0.149 0.189 0.103
C -2.030 -3.188 -1.310 0.251 -0.083 -0.060
C -3.107 -3.265 0.819 -0.189 -0.026 -0.040
H -5.010 -1.418 0.759 -0.086 -0.404 0.574
H 1.408 -2.024 -0.424 -0.154 -0.129 0.247
C 0.741 0.351 -0.644 -0.083 -0.495 -0.169
S -4.160 -1.445 -2.583 0.301 0.638 0.017
C -1.544 1.858 -4.174 -0.185 0.162 -0.131
H 1.808 1.744 3.364 0.049 0.289 0.374
Cr -1.639 0.868 1.295 0.933 1.046 -0.520
H -1.116 3.365 -5.663 0.034 -0.051 0.063
N -3.764 -1.508 -0.941 -0.218 -0.875 1.075
O -0.247 1.335 2.758 -0.396 0.536 0.653
C -2.057 5.933 -1.125 -0.032 -0.061 0.056
C -0.633 3.986 -1.445 -0.184 0.298 0.120
C 1.043 2.596 5.101 0.069 -0.262 -0.531
C 4.323 0.921 3.539 0.238 -0.103 -0.279
H 2.437 -4.142 -0.772 0.079 0.086 -0.146
C -3.753 0.927 -3.809 0.163 -0.042 0.010
O -5.545 -1.084 -2.729 0.054 -0.060 0.142
H -4.283 -2.933 4.017 0.219 -0.169 -0.042
H 7.115 -1.230 0.300 -0.002 0.123 0.054
H -2.692 3.581 1.230 -0.097 -0.183 0.197
H 5.171 -4.510 -4.087 -0.061 0.018 0.008
H 0.745 1.719 5.681 0.055 -0.100 -0.038
C -2.966 -2.631 -0.466 -0.343 0.651 0.051
C 6.174 1.457 2.127 0.038 0.087 0.011
C -1.202 3.313 -0.327 0.455 -0.482 -0.249
C -4.531 0.621 0.381 1.111 0.526 0.054
H 0.072 0.812 -3.194 -0.148 0.016 0.022
N 1.901 -1.592 -1.186 -0.187 1.011 -0.047
H -0.919 3.462 5.095 -0.030 0.178 0.113
O -5.524 1.216 0.761 0.087 0.003 0.015
C -4.794 -0.816 -0.096 1.049 0.010 -0.639
C -2.928 1.902 -4.356 0.084 0.057 0.023
N 0.345 1.584 -0.803 -0.606 0.403 0.588
S -0.066 -0.677 0.615 -0.522 -0.166 -0.091
C -0.651 2.911 -4.783 -0.041 0.064 0.098
H 0.156 3.477 -1.982 -0.072 0.061 0.079
C 3.371 -1.778 -3.080 0.121 -0.250 0.050
O -3.314 1.108 0.348 -1.167 -0.889 0.015
C -3.520 -2.697 2.075 0.605 0.476 -0.566
H 1.405 3.347 5.793 0.073 0.153 0.148
H -3.405 5.785 0.548 0.069 -0.084 -0.038
C -3.227 -5.422 2.020 0.437 -0.167 -0.460
C -2.623 5.287 -0.023 0.146 -0.104 -0.070
C -0.906 2.237 3.398 -0.114 -0.798 -0.492
O -3.711 -2.624 -3.261 -0.108 -0.233 0.054
C 6.973 -0.147 0.348 -0.058 0.001 0.044
C 6.036 0.235 1.468 0.090 0.011 -0.017
H -1.723 -2.648 -2.189 -0.056 -0.249 0.014
C 3.810 -4.458 -2.399 -0.039 0.248 -0.071
H 6.556 0.157 -0.614 0.002 0.038 0.003
O 4.062 2.161 5.811 -0.113 -0.030 -0.015
C -3.893 -4.849 3.041 -0.441 0.306 0.510
C -1.799 -0.124 -2.823 0.018 -0.137 0.230
S 3.315 1.323 4.902 0.023 0.013 0.451
O -2.133 2.389 3.200 0.352 -0.231 -0.094
N 2.185 2.264 4.180 -1.249 -0.144 -0.248
H -1.625 -6.274 0.039 -0.077 0.146 -0.010
H 3.187 -0.735 -3.317 0.032 -0.188 0.028
C -3.944 -3.431 3.113 -0.677 -1.032 0.677
H 5.439 2.744 3.709 -0.004 -0.199 -0.129
H 3.976 -5.499 -2.133 -0.018 0.052 0.009
Br -3.002 -0.963 2.712 -0.245 0.337 0.058
H -2.377 6.931 -1.421 0.030 -0.167 0.041
C -3.168 -0.091 -3.064 -0.097 0.194 -0.496
N -0.753 2.046 0.039 0.693 0.221 -0.707
H -0.596 5.732 -2.686 0.011 -0.026 0.022
N 1.683 -0.213 -1.443 -0.485 -0.004 0.428
H -1.338 -0.873 -2.170 -0.180 0.453 -0.283
C -1.492 -4.465 -1.103 0.144 0.130 -0.222
H -5.705 -0.753 -0.658 -0.327 -0.074 -0.207
C 5.007 -0.620 1.846 -0.091 -0.138 -0.046
H 0.119 4.024 3.778 -0.087 0.060 0.031
C 2.705 -2.328 -1.944 0.414 -0.146 -0.417
H -4.303 -5.449 3.845 0.076 0.066 0.016
H -3.027 -6.490 2.022 -0.022 0.074 -0.064
C -2.748 -4.652 0.917 -0.161 0.272 -0.011
C -0.181 3.149 4.363 0.480 -0.011 -0.163
C 4.135 -0.283 2.872 -0.001 -0.015 -0.006
H -3.368 2.712 -4.932 0.053 -0.079 0.050
H 6.960 2.141 1.821 -0.057 -0.072 0.048
H 4.890 -1.565 1.322 -0.079 0.113 0.047
C -2.216 4.021 0.374 0.213 0.014 -0.286
H -4.829 0.945 -3.949 0.174 -0.017 -0.004
H 3.318 -0.940 3.163 0.188 0.100 -0.043
```
Positions in Å, forces in eV/Å.

Computed properties:
Kohn-Sham gap (spin up / spin down): 4.13 / 4.26 eV
2S+1: 4
Highest occupied orbital energy (spin up / spin down): -0.3 / -0.4 eV
Charge: -2
LUMO energy (spin up / spin down): 3.812 / 3.809 eV
<S²>: 3.809
Max |F|: 0.0291 Eh/bohr

Atom charges from the Mulliken analysis, given in e for atoms 1 to 4: number 1, H, carries 0.3393; number 2, C, carries -1.0878; number 3, H, carries 0.0872; number 4, C, carries -0.4521